DFT (ωB97M-V/def2-TZVPD) results for a cluster of 3 separate species, C28H39N2O6 in total in a non-equilibrium geometry.

Geometry as XYZ:
```
75
Properties=species:S:1:pos:R:3:forces:R:3
C 0.075 -0.245 -4.875 -0.81 0.41 1.14
C 0.302 -0.544 -3.310 -0.44 -0.11 -1.05
N 1.102 -1.816 -3.065 -1.68 -0.42 0.06
C 1.246 -1.910 -1.576 0.28 -1.61 0.99
C 2.594 -1.284 -0.996 -0.07 1.25 -0.75
C 2.411 -0.336 0.279 0.74 0.40 0.63
C 3.834 -0.369 1.065 -0.48 -1.36 -0.30
C 2.170 1.192 -0.123 0.46 -0.06 -0.03
C 1.715 2.159 1.059 0.89 2.55 -0.47
C 1.118 3.491 0.344 0.83 -0.44 -1.04
C 2.910 2.684 2.001 -0.30 0.46 0.58
N 0.640 1.640 1.958 -1.11 0.09 -2.11
O -0.300 2.505 2.219 1.22 -1.42 0.38
C 0.123 0.302 1.580 -1.61 -2.50 1.31
C -0.994 0.330 0.417 0.93 0.14 -0.83
C -0.674 -0.250 2.891 -0.74 0.29 -1.58
C 1.277 -0.797 1.318 0.53 1.00 0.77
C 0.160 -2.888 -3.493 -2.22 -1.74 0.65
C 0.240 -3.581 -4.938 -0.55 1.31 -0.05
O -0.784 -3.288 -2.758 3.20 1.42 -1.97
H 0.969 -0.528 -5.513 -1.18 0.46 0.78
H -0.191 0.870 -4.944 0.61 -1.63 -0.19
H -0.885 -0.800 -5.171 1.61 0.65 0.06
H 0.825 0.306 -2.765 -0.67 -1.13 -0.79
H -0.744 -0.755 -2.880 1.45 0.81 -0.21
H 0.290 -1.513 -1.107 1.37 -0.32 -0.26
H 1.276 -3.033 -1.328 -0.16 1.66 -0.27
H 3.403 -2.058 -0.764 -1.44 0.80 -0.38
H 3.037 -0.630 -1.836 -0.53 -0.91 1.18
H 4.058 -1.487 1.235 -0.18 1.62 -0.15
H 4.686 0.048 0.425 -1.21 -0.37 0.99
H 3.767 0.093 2.098 0.21 -0.27 -1.47
H 3.182 1.592 -0.500 -1.52 -0.46 0.53
H 1.444 1.346 -0.992 0.80 -0.48 1.19
H 1.864 3.758 -0.490 -0.92 -0.28 1.20
H 1.056 4.376 1.045 -0.15 -1.27 -0.85
H 0.133 3.269 -0.202 1.30 0.32 1.06
H 3.094 1.984 2.891 -0.06 0.86 -1.49
H 2.582 3.680 2.476 0.34 -1.49 -0.72
H 3.869 2.922 1.430 -1.28 -0.63 0.69
H -1.802 1.113 0.595 1.04 -1.21 0.08
H -1.412 -0.730 0.305 0.35 1.55 0.37
H -0.535 0.576 -0.610 -0.58 -0.30 1.53
H -0.104 -0.077 3.854 -0.74 -0.30 -1.21
H -0.903 -1.345 2.668 0.45 1.29 0.67
H -1.693 0.282 2.867 1.60 -0.69 0.54
H 1.805 -0.914 2.335 -0.85 0.05 -1.41
H 0.801 -1.805 1.101 0.48 1.33 0.06
H -0.784 -3.384 -5.425 1.45 -0.31 0.80
H 0.337 -4.711 -4.874 0.17 1.56 0.16
H 1.007 -3.079 -5.607 -0.72 -0.92 0.95
C -1.426 5.148 2.783 -0.18 -0.21 0.20
C -2.752 5.269 2.873 0.25 -0.03 -0.03
C -3.420 6.572 2.672 -0.43 -0.12 0.04
O -4.629 6.683 2.757 0.24 0.04 -0.03
C -2.563 7.737 2.364 0.28 0.17 -0.06
C -1.239 7.618 2.274 -0.20 0.23 -0.03
C -0.570 6.315 2.475 0.22 -0.09 0.02
O 0.640 6.207 2.390 -0.21 0.11 0.03
H -0.921 4.198 2.928 -0.06 0.29 -0.04
H -3.394 4.426 3.097 -0.01 0.03 0.01
H -3.069 8.684 2.219 -0.03 -0.03 0.01
H -0.597 8.462 2.050 0.02 -0.03 0.00
C -1.873 -4.879 -0.403 0.00 -0.04 -0.18
C -2.153 -5.695 -1.420 0.09 0.19 0.06
C -2.772 -7.018 -1.193 -0.06 -0.18 -0.30
O -3.026 -7.765 -2.120 0.05 0.13 0.22
C -3.070 -7.401 0.204 -0.02 0.02 0.33
C -2.790 -6.585 1.221 -0.13 -0.29 -0.06
C -2.171 -5.262 0.993 0.08 0.24 0.20
O -1.917 -4.515 1.921 -0.04 -0.14 -0.16
H -1.419 -3.907 -0.551 -0.02 -0.03 -0.05
H -1.942 -5.429 -2.448 0.00 0.04 0.05
H -3.524 -8.373 0.352 0.00 0.00 -0.04
H -3.001 -6.850 2.249 0.02 0.04 0.00
```
Forces are in eV/Å.

## Properties
- Highest occupied orbital energy (alpha / beta): -8.8 / -9.8 eV
- Frontier orbital gap (alpha / beta): 7.4 / 8.4 eV
- Spin multiplicity: 2



DFT (ωB97M-V/def2-TZVPD) results for a structure of composition C28H39N7O8PPt.

Geometry as XYZ:
```
84
Properties=species:S:1:pos:R:3:forces:R:3
Pt -0.230 0.187 -0.074 0.12 -0.27 -0.60
C -1.973 -0.783 2.107 0.03 -0.02 0.04
N -1.634 0.500 1.456 0.12 -0.05 0.08
C -2.903 1.142 1.043 -0.03 -0.04 -0.03
C -0.945 1.389 2.454 -0.05 0.03 -0.01
C 0.485 0.968 2.577 0.04 0.00 0.04
C 1.224 1.099 3.744 0.00 0.00 -0.01
C 2.548 0.682 3.770 -0.01 0.00 0.00
C 3.121 0.119 2.639 0.01 0.00 0.00
C 2.380 -0.022 1.471 0.00 0.03 0.00
C 1.067 0.421 1.438 -0.04 0.07 0.02
H -2.733 -0.607 2.871 0.01 0.01 0.00
H -1.078 -1.186 2.569 0.03 -0.07 -0.01
H -2.355 -1.477 1.363 0.05 0.16 0.13
H -3.505 1.308 1.938 -0.02 -0.01 -0.02
H -3.439 0.487 0.360 0.02 0.02 -0.04
H -2.708 2.101 0.577 0.04 0.05 -0.06
H -1.485 1.320 3.402 -0.02 0.04 -0.01
H -1.019 2.408 2.078 0.04 0.07 -0.05
H 0.770 1.526 4.631 0.00 0.00 0.00
H 3.129 0.789 4.676 0.00 0.00 0.00
H 4.149 -0.218 2.665 0.00 0.00 0.00
H 2.841 -0.473 0.600 -0.01 -0.02 0.01
O -3.137 0.150 -3.085 -0.03 -0.05 0.04
C -2.316 0.555 -2.287 0.17 0.15 -0.17
O -1.639 -0.253 -1.527 -0.09 -0.11 0.10
C -2.070 2.048 -2.173 -0.04 -0.04 0.21
C -2.841 2.833 -3.022 0.00 0.07 -0.03
C -2.753 4.207 -2.994 -0.05 -0.04 -0.05
C -1.934 4.859 -2.096 0.01 -0.01 0.08
C -1.204 4.086 -1.224 -0.02 0.02 -0.08
C -1.194 2.676 -1.261 0.17 -0.11 -0.27
O -0.273 2.096 -0.497 -0.16 0.18 0.57
N -0.398 4.804 -0.227 0.01 -0.05 0.08
O -0.451 4.421 0.926 -0.06 -0.08 0.03
O 0.233 5.763 -0.610 0.06 0.03 -0.06
N -3.563 5.007 -3.927 0.01 -0.01 0.01
O -4.270 4.407 -4.706 -0.01 0.00 -0.01
O -3.461 6.214 -3.852 0.00 0.01 0.00
H -3.507 2.339 -3.715 0.00 0.00 0.01
H -1.877 5.937 -2.068 0.00 0.00 0.00
C 4.233 0.058 -4.551 0.00 0.00 0.00
C 3.186 0.054 -3.482 -0.02 0.00 0.02
C 2.215 -0.939 -3.407 0.00 0.02 -0.01
C 1.258 -0.899 -2.415 -0.12 -0.03 -0.05
N 1.234 0.077 -1.504 -0.07 0.11 0.07
C 2.153 1.055 -1.559 0.06 -0.02 -0.03
C 3.135 1.065 -2.522 0.00 0.00 -0.01
H 4.200 -0.850 -5.149 0.00 0.00 0.00
H 5.228 0.154 -4.114 0.00 0.00 0.00
H 4.086 0.912 -5.214 0.00 0.00 0.00
H 2.188 -1.744 -4.129 0.01 0.00 0.00
H 0.480 -1.644 -2.344 0.01 0.03 0.00
H 2.081 1.830 -0.810 -0.02 -0.01 0.01
H 3.857 1.870 -2.523 0.00 0.00 -0.01
C -1.865 -3.208 -2.441 -0.09 0.00 -0.14
N -1.915 -3.326 -0.981 -0.03 0.00 0.12
C -3.244 -2.995 -0.462 0.03 -0.06 -0.01
P -0.571 -3.210 -0.069 0.13 -0.24 -0.39
O 0.054 -1.842 0.140 -0.01 0.18 0.57
N 0.583 -4.072 -0.876 -0.05 0.12 -0.09
C 2.004 -3.763 -0.762 0.02 -0.02 0.00
C 0.325 -5.444 -1.303 0.00 -0.01 0.04
N -0.972 -3.849 1.393 -0.18 0.11 0.07
C -0.101 -3.621 2.545 0.14 0.01 -0.06
C -1.750 -5.083 1.507 0.04 0.01 0.02
H -2.586 -3.903 -2.873 0.02 -0.03 0.01
H -0.877 -3.464 -2.815 0.04 -0.02 0.00
H -2.129 -2.192 -2.748 0.02 -0.10 0.01
H -3.964 -3.732 -0.825 0.00 0.03 -0.01
H -3.544 -2.006 -0.814 -0.01 0.00 -0.02
H -3.254 -3.016 0.624 -0.05 -0.09 -0.04
H 2.147 -2.783 -0.318 0.00 0.03 -0.01
H 2.471 -3.774 -1.750 -0.01 -0.02 0.00
H 2.513 -4.507 -0.141 -0.01 0.01 0.01
H -0.743 -5.643 -1.342 -0.03 0.01 -0.02
H 0.791 -6.163 -0.624 -0.01 0.00 0.01
H 0.738 -5.603 -2.302 0.00 0.01 0.01
H 0.605 -2.814 2.347 -0.09 0.02 0.03
H 0.472 -4.525 2.770 0.02 0.00 0.00
H -0.693 -3.372 3.427 -0.02 0.01 0.00
H -2.295 -5.287 0.591 -0.02 0.01 -0.03
H -2.470 -4.991 2.323 0.01 0.00 0.01
H -1.097 -5.933 1.722 -0.01 -0.01 -0.01
```
Forces are in eV/Å.

## Properties
- Highest occupied orbital energy: -11.6 eV
- Frontier orbital gap: 8.5 eV
- Spin multiplicity: 1
- ΔE to the lowest compared entry with this formula, charge and spin: 0.00 kcal/mol
- Charge: +1



DFT (ωB97M-V/def2-TZVPD) results for a structure of composition C28H40AsCrN3O3PSTe in a non-equilibrium geometry.

Geometry as XYZ:
```
79
Properties=species:S:1:pos:R:3:forces:R:3
Cr 0.801 0.917 -0.381 -0.98 -0.18 -0.50
S 1.994 -0.819 0.696 0.01 -0.15 0.16
C 1.107 -2.359 0.967 0.03 0.07 0.01
C 1.840 -3.409 1.517 -0.08 0.05 -0.08
C 1.201 -4.601 1.815 0.02 0.01 0.00
C -0.155 -4.738 1.547 0.02 -0.08 0.02
C -0.866 -3.700 0.966 -0.03 0.03 -0.15
C -0.246 -2.493 0.654 0.13 0.12 0.22
As -1.205 -0.982 -0.126 0.22 -0.32 -0.27
C -0.927 -1.330 -2.025 -0.21 -0.07 -0.02
C -1.575 -0.462 -2.907 0.06 -0.14 -0.08
C -1.428 -0.619 -4.280 0.04 -0.02 0.04
C -0.618 -1.635 -4.778 -0.04 0.06 -0.01
C 0.025 -2.503 -3.905 0.03 -0.01 0.00
C -0.135 -2.358 -2.529 0.05 0.03 0.01
C -3.057 -1.522 0.037 0.06 0.20 0.10
C -3.856 -0.899 0.991 -0.01 -0.01 0.02
C -5.180 -1.290 1.145 0.02 0.02 0.04
C -5.702 -2.294 0.344 0.01 -0.04 -0.06
C -4.905 -2.907 -0.618 -0.04 0.03 0.03
C -3.582 -2.522 -0.777 -0.06 0.01 0.01
H 2.898 -3.286 1.711 -0.02 -0.01 0.03
H 1.759 -5.417 2.255 -0.02 0.02 -0.02
H -0.662 -5.664 1.786 0.01 0.02 -0.01
H -1.917 -3.838 0.752 -0.06 0.03 0.00
H -2.225 0.314 -2.519 -0.04 0.04 -0.02
H -1.951 0.043 -4.960 0.02 -0.03 0.01
H -0.505 -1.761 -5.848 0.00 0.01 0.05
H 0.640 -3.306 -4.295 -0.04 0.04 0.03
H 0.357 -3.048 -1.854 -0.01 -0.03 -0.01
H -3.447 -0.105 1.607 -0.01 0.00 0.02
H -5.805 -0.806 1.888 0.04 -0.02 -0.06
H -6.737 -2.596 0.460 0.07 0.01 -0.01
H -5.317 -3.683 -1.252 0.01 0.02 0.03
H -2.970 -2.997 -1.533 0.00 0.00 -0.02
N 3.689 2.789 -0.741 -0.13 -0.04 -0.07
C 3.333 3.312 -2.066 -0.04 -0.04 0.08
C 1.992 4.069 -2.032 0.01 -0.05 0.11
C 0.701 3.334 -2.415 0.02 -0.15 0.03
N 0.008 2.640 -1.275 0.24 0.03 -0.02
C 0.902 2.337 -3.546 -0.01 -0.02 0.07
C 2.074 1.398 -3.311 -0.12 -0.05 0.00
N 1.750 0.408 -2.220 0.23 0.43 0.21
C 3.360 2.187 -3.103 0.04 -0.02 0.10
H 3.779 3.546 -0.073 0.02 0.03 0.01
H 4.587 2.322 -0.777 0.07 0.03 0.00
H 2.103 1.557 0.021 0.44 0.07 0.28
H 4.079 4.043 -2.386 0.06 0.05 -0.03
H 2.071 4.894 -2.744 0.00 0.01 0.02
H 1.870 4.537 -1.049 0.00 0.02 -0.07
H 0.018 4.104 -2.766 -0.16 0.07 -0.03
H -0.933 2.436 -1.600 -0.11 -0.04 0.00
H -0.114 3.290 -0.504 0.02 0.09 0.07
H 1.091 2.887 -4.470 0.01 0.00 0.00
H -0.014 1.762 -3.705 0.00 0.03 -0.05
H 2.220 0.812 -4.218 -0.03 -0.10 -0.05
H 2.599 -0.104 -1.997 0.09 -0.02 -0.03
H 1.124 -0.280 -2.637 -0.09 -0.10 0.03
H 3.579 2.630 -4.076 0.04 -0.02 -0.01
H 4.194 1.510 -2.886 -0.02 0.03 -0.03
C -1.353 -1.880 4.103 -0.01 0.03 0.00
C -1.384 -0.382 4.269 0.04 -0.08 -0.15
O -1.072 0.248 2.972 0.05 0.03 0.11
P 0.139 1.208 2.728 -0.24 0.09 -0.18
O 0.047 1.717 1.312 0.27 0.02 0.12
Te 2.270 0.023 2.948 0.02 -0.03 -0.02
O 0.017 2.313 3.819 0.15 -0.11 0.16
C 1.112 3.114 4.386 -0.02 -0.03 -0.03
C 1.661 2.463 5.628 -0.04 0.00 0.05
H -1.690 -2.352 5.028 0.03 0.02 -0.04
H -0.346 -2.236 3.880 0.02 0.00 -0.02
H -2.021 -2.187 3.297 -0.02 0.00 0.03
H -0.680 -0.032 5.022 0.09 0.05 0.00
H -2.373 -0.024 4.536 -0.04 0.08 -0.04
H 0.655 4.068 4.620 -0.09 0.10 -0.04
H 1.873 3.274 3.623 0.00 -0.07 -0.09
H 0.887 2.355 6.387 0.02 0.00 -0.02
H 2.458 3.086 6.035 -0.03 -0.02 0.00
H 2.089 1.477 5.430 0.03 -0.04 0.00
```
Forces are in eV/Å.

## Properties
- Highest occupied orbital energy (alpha / beta): -13.7 / -13.6 eV
- Frontier orbital gap (alpha / beta): 7.6 / 7.5 eV
- Spin multiplicity: 2
- Charge: +2